No. 1
Entry from OMol25: a molecular structure, C12H28ClO3P2W at a distorted geometry (ωB97M-V with the def2-TZVPD basis set).

Last column: natural (NBO) charge in e.
Cartesian coordinates (Å):
C1 1.81994 0.48584 -4.48511  -0.83
C2 1.09019 1.48700 -3.77528  0.94
H1 2.47118 0.94818 -5.25462  0.39
H2 1.09577 -0.21402 -4.96137  0.35
H3 2.41702 -0.09011 -3.74749  0.33
O1 0.61041 2.51040 -3.51530  -0.19
Cl1 1.20832 -2.60792 -0.90070  -0.21
W1 0.27180 -0.73636 -0.01578  0.70
P1 -1.77548 -0.66002 -1.23535  1.24
C3 -2.85704 0.70322 -0.75868  -0.96
C4 -1.82254 -0.77350 -3.04016  -0.95
H4 -2.86725 -0.68475 -3.36537  0.31
H5 -3.43811 -2.34787 -1.03747  0.32
H6 -1.41310 -1.74226 -3.34629  0.28
H7 -1.80790 -3.03102 -0.77343  0.28
H8 -2.36500 1.65713 -0.98237  0.27
H9 -1.22683 0.03132 -3.48739  0.22
C5 -2.46667 -2.18047 -0.55282  -0.98
H10 -3.79310 0.62119 -1.32761  0.29
H11 -2.62170 -2.10002 0.53296  0.29
H12 -3.06192 0.66710 0.31786  0.30
P2 2.26437 0.35280 0.78144  1.24
C6 1.90076 1.85131 1.71905  -0.95
C7 2.85235 -0.89804 1.93536  -0.97
H13 3.96574 -0.16620 -0.82863  0.27
H14 4.44343 1.18583 0.25558  0.30
H15 3.28308 1.46842 -1.08833  0.24
C8 3.62553 0.75049 -0.33385  -0.96
H16 2.71416 -1.90738 1.53034  0.28
H17 3.92572 -0.73505 2.09127  0.31
H18 2.83679 2.23874 2.13937  0.29
H19 1.18220 1.64264 2.51983  0.28
H20 2.33849 -0.81788 2.89952  0.29
H21 1.45689 2.60068 1.05481  0.27
C9 0.21802 1.07779 -0.78640  0.47
O2 0.07422 2.23713 -0.97911  -0.43
C10 -2.53474 0.50570 3.02522  -0.63
C11 -1.08276 0.10821 2.74950  0.08
C12 -0.79995 -1.32142 3.14612  -0.64
O3 -0.77549 0.36601 1.39009  -0.72
H22 -3.24098 -0.13605 2.48980  0.20
H23 -2.72054 1.54762 2.76833  0.24
H24 -2.71807 0.37113 4.09221  0.26
H25 -0.44652 0.76840 3.37161  0.19
H26 -1.44436 -1.99532 2.57148  0.21
H27 0.25318 -1.58579 2.99086  0.19
H28 -1.03953 -1.45285 4.20632  0.28

- multiplicity = 3
- net charge = +3
- frontier orbital gap (alpha / beta) (eV) = 6.202 / 6.785
- lowest unoccupied orbital energy (alpha / beta) (eV) = -12.0 / -12.4

No. 2
Entry from OMol25: a molecular structure, C12H28F6N3O7S2Ti at a distorted geometry (ωB97M-V with the def2-TZVPD basis set).

Last column: natural (NBO) charge in e.
Cartesian coordinates (Å):
Ti1 -0.38127 -0.11099 0.83948  0.73
C1 -2.13806 -3.80446 1.34938  0.77
F1 -2.27157 -3.16331 0.19230  -0.31
F2 -3.28670 -3.66925 1.98520  -0.30
F3 -2.08914 -5.15914 1.04585  -0.33
S1 -0.54045 -3.18987 2.33417  2.11
O1 -0.37663 -4.10218 3.46298  -0.84
O2 0.56595 -3.22496 1.36831  -0.90
N1 -0.95019 -1.56028 2.60107  -1.28
S2 -1.37373 -1.52852 4.08404  2.15
O3 -2.67185 -2.15608 4.37931  -0.92
O4 -0.31330 -1.75488 5.08752  -0.90
C2 -1.73264 0.40700 4.24876  0.78
F4 -1.57485 0.80078 5.53574  -0.31
F5 -0.95266 1.07037 3.42466  -0.31
F6 -2.93560 0.59579 3.89469  -0.30
C3 0.52956 3.32449 1.21263  -0.63
C4 1.41201 2.34710 0.45521  -0.07
C5 2.85358 2.93189 0.19183  -0.07
O5 3.74369 1.89664 -0.33354  -0.56
C6 4.98638 2.43914 -0.73579  -0.25
N2 1.63266 1.10118 1.17110  -0.88
H1 0.13183 4.13871 0.60687  0.23
H2 1.01539 3.65564 2.13046  0.22
H3 -0.41715 2.84970 1.47035  0.23
H4 0.92733 2.09875 -0.48900  0.20
H5 3.29314 3.15229 1.16463  0.16
H6 2.85071 3.84244 -0.40731  0.18
H7 5.45443 1.78350 -1.47007  0.19
H8 5.70451 2.46214 0.08387  0.17
H9 4.95135 3.43829 -1.17003  0.17
H10 2.43327 0.64186 0.76104  0.39
H11 1.90288 1.35977 2.10929  0.36
C7 -0.11483 0.35392 -3.04770  -0.62
C8 -0.17283 -0.96824 -2.27377  -0.06
C9 0.27480 -2.12989 -3.21023  -0.07
O6 0.16286 -3.38148 -2.53431  -0.56
C10 0.14927 -4.55706 -3.38958  -0.25
N3 0.73583 -0.93852 -1.13050  -0.90
H12 -0.24248 1.23886 -2.42427  0.22
H13 -0.91062 0.23965 -3.78374  0.22
H14 0.83796 0.45258 -3.56787  0.21
H15 -1.09371 -1.20661 -1.74153  0.21
H16 1.33110 -2.01018 -3.45107  0.16
H17 -0.29947 -2.10027 -4.13621  0.17
H18 -0.36862 -5.39238 -2.91826  0.21
H19 1.10570 -4.84195 -3.82797  0.18
H20 -0.49394 -4.38767 -4.25312  0.16
H21 0.78140 -1.91035 -0.85928  0.40
H22 1.61125 -0.55480 -1.45684  0.36
C11 -2.27855 2.47335 -1.39681  -0.62
C12 -2.92920 2.19483 -0.04054  -0.05
O7 -2.35279 1.09110 0.63016  -0.76
H23 -2.38851 1.67117 -2.12655  0.22
H24 -1.21581 2.66431 -1.24779  0.21
H25 -2.61660 3.40690 -1.84661  0.23
H26 -3.98118 1.92738 -0.14009  0.18
H27 -2.83652 3.11991 0.52844  0.17
H28 -3.07742 0.63188 1.06100  0.50

- multiplicity = 4
- net charge = 0
- frontier orbital gap (alpha / beta) (eV) = 4.764 / 9.873
- lowest unoccupied orbital energy (alpha / beta) (eV) = 0.2 / 0.2

No. 3
Entry from OMol25: a molecular structure, C12H28FN4O6V at a distorted geometry (ωB97M-V with the def2-TZVPD basis set).

Last column: natural (NBO) charge in e.
Cartesian coordinates (Å):
O1 15.55961 -9.33151 16.71128  -0.47
V1 16.53672 -9.47206 18.04459  1.70
O2 17.85781 -8.50909 17.85635  -0.46
F1 15.17716 -11.18635 18.79943  -0.83
C1 18.39487 -10.52656 22.26562  -0.73
C2 17.31284 -10.42608 21.15732  0.74
O3 17.63417 -10.19295 19.99215  -0.71
N1 16.02519 -10.67543 21.50757  -0.61
C3 15.54444 -10.59795 22.80713  -0.42
H1 19.29681 -10.11028 21.81694  0.25
H2 18.60744 -11.56031 22.53818  0.25
H3 18.16876 -9.89682 23.12608  0.24
H4 15.41285 -10.84953 20.72346  0.44
H5 14.49146 -10.85257 22.92755  0.23
H6 15.76171 -9.66479 23.32684  0.20
H7 16.17337 -11.31084 23.34036  0.21
C4 11.84268 -10.92756 17.81011  -0.70
C5 11.54602 -10.16290 19.04809  0.66
O4 10.43893 -9.81933 19.29266  -0.62
N2 12.57320 -9.82630 19.80546  -0.63
C6 12.48265 -9.01240 20.98393  -0.41
H8 11.03641 -10.89808 17.07720  0.25
H9 12.05767 -11.96833 18.05237  0.22
H10 12.71282 -10.48362 17.32651  0.22
H11 13.47993 -10.13389 19.48401  0.41
H12 13.20055 -9.43103 21.68924  0.18
H13 11.47774 -8.90367 21.39189  0.25
H14 12.84670 -8.02171 20.71173  0.19
C7 17.28139 -13.93080 20.17958  -0.71
C8 15.98502 -14.36718 20.86209  0.67
O5 15.94870 -15.33743 21.62069  -0.65
N3 14.92831 -13.60916 20.60100  -0.63
C9 13.55576 -13.84562 21.07983  -0.42
H15 18.04057 -13.87833 20.95996  0.23
H16 17.16883 -12.95927 19.69839  0.20
H17 17.59132 -14.65035 19.42175  0.24
H18 15.10149 -12.86751 19.93762  0.42
H19 13.28969 -13.22900 21.93837  0.19
H20 13.35531 -14.89576 21.29227  0.24
H21 12.82722 -13.56724 20.31836  0.20
C10 13.97606 -14.37742 17.29159  -0.69
C11 14.10225 -13.73230 16.00484  0.64
O6 13.63671 -14.22304 14.97850  -0.65
N4 14.58865 -12.52632 16.03484  -0.61
C12 14.78355 -11.66070 14.93202  -0.41
H22 13.01357 -14.09499 17.71814  0.23
H23 14.68174 -13.96150 18.01071  0.20
H24 14.17778 -15.44703 17.23372  0.25
H25 14.61978 -12.12494 16.96114  0.41
H26 13.95651 -10.95097 14.91240  0.20
H27 14.90357 -12.18084 13.98168  0.23
H28 15.71993 -11.13806 15.12732  0.19

- multiplicity = 1
- net charge = 0
- frontier orbital gap (eV) = 5.519
- lowest unoccupied orbital energy (eV) = -3.6

No. 4
Entry from OMol25: a molecular structure, C12H28HgN8O2S4 at a distorted geometry (ωB97M-V with the def2-TZVPD basis set).

Last column: natural (NBO) charge in e.
Cartesian coordinates (Å):
Hg1 1.24574 -0.53773 -0.13631  0.06
N1 4.60228 0.82760 -0.25433  -0.83
C1 4.66852 1.95292 0.67345  -0.22
C2 4.15924 1.58339 2.05881  -0.22
N2 2.74937 1.19845 2.08094  -0.84
H1 5.02171 -0.00672 0.13474  0.35
H2 5.06180 1.03322 -1.12919  0.35
H3 4.04867 2.76320 0.27623  0.18
H4 5.68230 2.35226 0.79850  0.15
H5 4.38865 2.42911 2.71897  0.16
H6 4.74587 0.73406 2.42279  0.18
H7 2.14215 1.97659 1.85406  0.37
H8 2.47304 0.85185 2.98952  0.36
N3 -0.46341 -0.64645 2.75503  -0.84
C3 -1.31835 0.27769 3.50137  -0.17
C4 -2.63435 -0.34439 4.03056  -0.41
C5 -3.41535 -1.27425 3.08736  -0.42
C6 -4.00948 -0.66166 1.81412  -0.23
N4 -3.01576 -0.47642 0.77369  -0.61
C7 -2.58045 -1.44689 0.01466  0.67
N5 -1.60322 -1.20030 -0.87968  -0.81
N6 -3.09656 -2.70619 0.07030  -0.80
C8 -1.58486 1.64203 2.80422  0.77
O1 -1.71790 2.60210 3.56731  -0.72
O2 -1.71770 1.67891 1.52523  -0.78
H9 -0.96107 -1.15922 2.03962  0.35
H10 -0.04414 -1.32592 3.37702  0.36
H11 -0.76304 0.59484 4.38201  0.21
H12 -3.26956 0.47916 4.37087  0.22
H13 -2.38919 -0.94922 4.90675  0.20
H14 -4.22464 -1.72909 3.66652  0.21
H15 -2.75591 -2.09354 2.78213  0.19
H16 -4.42219 0.32229 2.03805  0.22
H17 -4.83250 -1.28164 1.44759  0.19
H18 -2.29417 0.38870 0.96306  0.47
H19 -1.16538 -0.29121 -0.81725  0.42
H20 -0.95337 -1.95404 -1.05390  0.43
H21 -3.55585 -2.95926 0.92724  0.39
H22 -2.50930 -3.43778 -0.30425  0.43
S1 2.23147 -6.04903 -0.80507  -0.07
C9 1.38316 -4.65948 -0.35402  -0.54
S2 2.54703 -3.55489 0.22712  -0.03
S3 -0.27779 -4.43115 -0.41772  -0.35
S4 -0.15844 2.02946 -2.49877  -0.21
C10 0.13673 1.83049 -4.10735  0.26
N7 -0.75209 1.98547 -5.13083  -0.61
C11 -0.12175 1.87567 -6.44043  -0.22
C12 1.17549 1.13440 -6.09025  -0.22
N8 1.31629 1.43860 -4.66883  -0.61
H23 -1.57287 2.53790 -4.96342  0.41
H24 0.08631 2.85471 -6.88040  0.18
H25 -0.73997 1.30911 -7.13525  0.20
H26 2.02250 1.50760 -6.66188  0.20
H27 1.07981 0.06007 -6.26831  0.19
H28 1.95246 0.92459 -4.08244  0.42

- multiplicity = 2
- net charge = -1
- frontier orbital gap (alpha / beta) (eV) = 6.460 / 6.002
- lowest unoccupied orbital energy (alpha / beta) (eV) = 2.3 / 1.7

No. 5
Entry from OMol25: 6 unconnected molecules or ions with the total composition C12H28N4O12S2 at a distorted geometry (ωB97M-V with the def2-TZVPD basis set).

Last column: natural (NBO) charge in e.
Cartesian coordinates (Å):
C1 4.51755 -3.65680 1.86372  -0.42
C2 3.58650 -4.60690 1.12459  -0.42
C3 2.12628 -4.24183 1.53491  -0.67
S1 2.12738 -2.42581 1.41230  2.18
O1 1.44044 -1.66491 2.40099  -0.93
O2 1.87771 -2.25772 0.02716  -0.99
C4 3.93281 -2.24287 1.66833  -0.68
H1 5.52307 -3.73015 1.42436  0.23
H2 4.53460 -3.94666 2.97308  0.22
H3 3.78855 -5.69752 1.19698  0.24
H4 3.56950 -4.47152 -0.03964  0.22
H5 1.92443 -4.47534 2.59302  0.22
H6 1.30429 -4.65928 0.94648  0.28
H7 4.00881 -1.53092 2.59045  0.25
H8 4.42934 -1.77219 0.80238  0.24
C5 -1.93854 5.81175 -1.42277  -0.40
C6 -2.24559 4.53333 -2.28707  -0.42
C7 -1.12305 3.56804 -2.11502  -0.68
S2 0.10164 4.31372 -1.04761  2.17
O3 1.01024 5.02878 -1.95765  -0.96
O4 0.65415 3.38462 -0.09132  -0.95
C8 -0.99185 5.43368 -0.26547  -0.70
H9 -2.88637 6.18846 -1.04480  0.23
H10 -1.47713 6.60383 -1.96657  0.22
H11 -2.33412 5.00116 -3.27608  0.23
H12 -3.21555 4.09533 -2.02803  0.23
H13 -0.54821 3.47433 -3.01642  0.26
H14 -1.30572 2.56315 -1.67527  0.26
H15 -0.54726 6.27357 0.25659  0.26
H16 -1.51115 4.88939 0.52235  0.26
C9 -5.03512 2.20391 2.70639  -0.49
N1 -3.88330 2.85989 2.07517  0.54
O5 -2.93051 2.15460 1.83539  -0.38
O6 -4.02567 3.99922 1.70259  -0.39
H17 -5.70939 3.02405 2.99562  0.23
H18 -4.74555 1.50444 3.50305  0.24
H19 -5.43810 1.63347 1.85018  0.25
C10 0.01753 -4.71613 -2.07572  -0.49
N2 -0.55024 -5.28763 -0.89372  0.53
O7 0.21159 -5.84049 -0.10672  -0.42
O8 -1.69794 -5.10883 -0.61704  -0.34
H20 1.03988 -4.89841 -2.19159  0.24
H21 -0.20606 -3.64699 -2.05527  0.26
H22 -0.61799 -5.08709 -2.96223  0.24
C11 2.53719 0.31399 -1.64496  -0.49
N3 1.77595 -0.72803 -2.35895  0.54
O9 0.56600 -0.71514 -2.26424  -0.38
O10 2.38012 -1.47224 -3.13326  -0.39
H23 3.51268 -0.09925 -1.41926  0.23
H24 1.96747 0.61206 -0.68832  0.25
H25 2.68946 1.20835 -2.20290  0.24
C12 -1.08638 -0.06762 0.92828  -0.49
N4 -2.57756 -0.48464 0.98163  0.54
O11 -2.90190 -1.32645 1.81100  -0.38
O12 -3.33586 0.12359 0.22544  -0.40
H26 -0.67214 -0.29521 -0.04296  0.24
H27 -0.64192 -0.59584 1.76622  0.24
H28 -0.97499 0.94970 1.17216  0.24

- multiplicity = 1
- net charge = 0
- frontier orbital gap (eV) = 10.575
- lowest unoccupied orbital energy (eV) = 0.2
- SMILES = C[N+](=O)[O-].C[N+](=O)[O-].C[N+](=O)[O-].C[N+](=O)[O-].O=S1(=O)CCCC1.O=S1(=O)CCCC1

For the records above, the corresponding relative energy (zero: lowest compared OMol25 entry of this formula, charge and spin) values read 90.0; 161.7; 283.0; 124.3; 1265.5 kJ/mol.